No. 1
# C9H13BrN2

An isolated molecule of C9H13BrN2 in a non-equilibrium geometry (wB97M-V/def2-TZVPD, OMol25).

Results
Energy above the lowest of the compared OMol25 structures with the same formula, charge and spin: 360.2 kJ/mol
HOMO (spin up / spin down): -0.328 / -0.308 hartree
Electronic energy: -3034.017623 Ha
Maximum force: 0.094 hartree/bohr

XYZ file:
```
25
Properties=species:S:1:pos:R:3:lowdin_charge:R:1
C 1.969 0.579 -2.074 -0.30
C 0.959 0.764 -1.194 0.02
C -0.163 -1.108 -1.369 -0.48
C 0.751 1.030 0.241 -0.58
C -0.911 -1.015 -0.101 -0.68
C -0.018 2.396 0.336 -0.02
C 2.016 0.883 1.053 -0.06
C -2.389 -0.663 -0.333 -0.06
C -0.786 -2.356 0.631 -0.04
N 2.760 0.305 -2.885 0.16
N -0.254 0.028 0.769 0.05
Br -0.722 -1.361 -3.074 0.81
H 0.650 3.278 0.241 0.09
H -0.402 2.534 1.344 0.08
H -0.737 2.298 -0.426 0.05
H 2.924 1.542 0.666 0.12
H 2.493 -0.165 1.045 0.10
H 1.843 1.102 2.170 0.11
H -2.796 -1.489 -0.910 0.07
H -2.429 0.431 -0.756 0.12
H -2.885 -0.634 0.610 0.06
H 0.284 -2.447 0.863 0.09
H -1.156 -3.143 0.072 0.06
H -1.323 -2.252 1.667 0.13
H 0.322 -0.538 1.414 0.09
```

---

No. 2
# C24H36P2ScSi

A structure of composition C24H36P2ScSi in a non-equilibrium geometry (wB97M-V/def2-TZVPD, OMol25).

Results
Charge: +1
HOMO (spin up / spin down): -0.394 / -0.329 hartree
Electronic energy: -2668.656241 Ha
Maximum force: 0.059 hartree/bohr

XYZ file:
```
64
Properties=species:S:1:pos:R:3:lowdin_charge:R:1
C -0.485 -2.029 -1.682 -0.18
C 0.385 -1.078 -2.314 -0.16
C 1.716 -1.602 -2.318 -0.15
H 0.080 -0.146 -2.802 0.10
C 1.683 -2.900 -1.719 -0.21
C 0.320 -3.170 -1.307 -0.25
H -0.057 -4.079 -0.824 0.10
H -1.570 -1.920 -1.556 0.11
H 2.592 -1.084 -2.716 0.11
H 2.563 -3.531 -1.535 0.11
Sc 1.040 -1.467 -0.041 0.49
C 0.724 4.071 0.179 -0.18
H 1.760 3.718 0.071 0.05
H 0.720 4.571 1.182 0.06
H 0.446 4.850 -0.554 0.08
Si -0.253 2.545 -0.197 0.51
C -2.107 2.432 -0.407 -0.30
C -2.474 1.494 -1.388 -0.13
H -1.694 0.885 -1.884 0.08
C -3.817 1.367 -1.817 -0.06
H -4.024 0.674 -2.617 0.10
C -4.807 2.202 -1.263 -0.07
H -5.812 2.191 -1.688 0.11
C -4.467 3.048 -0.201 -0.08
H -5.232 3.677 0.250 0.11
C -3.135 3.162 0.253 -0.08
H -2.891 3.866 1.063 0.10
C 0.695 2.196 -1.873 -0.30
C 0.310 2.555 -3.175 -0.09
H -0.743 2.742 -3.425 0.11
C 1.293 2.770 -4.168 -0.07
H 0.998 3.199 -5.123 0.11
C 2.644 2.527 -3.915 -0.08
H 3.419 2.809 -4.634 0.11
C 2.996 1.935 -2.695 -0.08
H 4.027 1.667 -2.479 0.11
C 2.029 1.774 -1.679 -0.16
H 2.356 1.395 -0.703 0.08
H 0.352 1.356 0.523 0.00
H -0.586 3.282 1.112 0.08
C 2.424 -1.845 2.087 -0.29
P 1.683 -3.442 1.456 0.85
C 2.775 -4.679 2.179 -0.25
C 0.065 -3.801 2.319 -0.39
C -0.691 -2.655 3.001 -0.38
P -0.643 -1.054 2.062 0.84
C -2.390 -0.602 1.812 -0.24
C -0.199 0.107 3.418 -0.25
H 3.514 -2.011 2.029 0.07
H 2.142 -1.682 3.143 0.05
H 2.242 -0.896 1.500 0.02
H 3.061 -4.307 3.180 0.06
H 2.230 -5.628 2.231 0.06
H 3.676 -4.716 1.541 0.06
H -0.591 -4.250 1.540 0.08
H 0.319 -4.607 3.029 0.08
H -1.744 -2.925 3.116 0.08
H -0.315 -2.484 4.018 0.09
H -2.749 -0.070 2.708 0.05
H -2.461 0.051 0.925 0.02
H -2.993 -1.509 1.659 0.06
H -1.082 0.286 4.049 0.05
H 0.594 -0.294 4.067 0.04
H 0.141 1.061 2.990 0.03
```

---

No. 3
# C18H30N4

A cluster of 4 separate species, C18H30N4 in total in a non-equilibrium geometry (wB97M-V/def2-TZVPD, OMol25).

Results
Energy above the lowest of the compared OMol25 structures with the same formula, charge and spin: 0.0 kJ/mol
HOMO: -0.297 hartree
SMILES string: c1cc[nH]c1.c1cc[nH]c1.c1cc[nH]c1.CCN(CC)CC
Electronic energy: -922.745659 Ha
Maximum force: 0.067 hartree/bohr

XYZ file:
```
52
Properties=species:S:1:pos:R:3:lowdin_charge:R:1
C -0.966 -11.882 -5.019 -0.12
C -2.028 -11.381 -5.783 -0.12
C -3.224 -12.167 -5.543 -0.09
N -2.872 -12.999 -4.476 -0.01
C -1.545 -12.851 -4.195 -0.16
H 0.099 -11.729 -5.116 0.09
H -1.855 -10.730 -6.628 0.08
H -4.191 -12.136 -6.024 0.09
H -3.365 -13.757 -4.027 0.14
H -1.096 -13.531 -3.486 0.10
C 3.213 -20.967 -2.418 -0.12
C 4.156 -21.597 -1.618 -0.13
C 5.208 -20.739 -1.449 -0.16
N 4.872 -19.572 -2.001 -0.02
C 3.592 -19.623 -2.501 -0.12
H 2.214 -21.288 -2.674 0.09
H 4.121 -22.651 -1.384 0.09
H 6.212 -20.831 -1.062 0.11
H 5.414 -18.722 -1.945 0.15
H 3.135 -18.728 -2.896 0.10
C -4.153 -9.091 2.639 -0.14
C -3.668 -7.784 2.511 -0.09
C -3.402 -7.689 1.147 -0.17
N -3.441 -8.886 0.600 0.00
C -3.826 -9.809 1.522 -0.14
H -4.342 -9.669 3.532 0.09
H -3.598 -6.952 3.196 0.09
H -3.275 -6.741 0.646 0.11
H -3.133 -9.191 -0.312 0.16
H -3.743 -10.883 1.447 0.11
C -2.232 -18.178 0.087 -0.12
C -3.666 -18.065 0.265 -0.29
N -4.471 -17.739 -0.920 -0.16
C -4.390 -18.579 -2.114 -0.27
C -4.879 -20.001 -1.857 -0.07
C -5.798 -17.296 -0.660 -0.31
C -6.699 -16.999 -1.791 -0.13
H -1.835 -18.473 1.058 0.09
H -1.715 -17.282 -0.258 0.08
H -2.040 -18.926 -0.682 0.07
H -3.888 -19.011 0.759 0.10
H -3.816 -17.434 1.141 0.12
H -4.813 -18.214 -3.049 0.11
H -3.344 -18.579 -2.422 0.10
H -5.965 -19.993 -1.760 0.07
H -4.537 -20.611 -2.692 0.07
H -4.346 -20.310 -0.958 0.06
H -5.639 -16.257 -0.371 0.11
H -6.445 -17.753 0.089 0.12
H -7.031 -17.902 -2.304 0.07
H -6.280 -16.290 -2.505 0.08
H -7.686 -16.594 -1.569 0.08
```

---

No. 4
# C6H10

An isolated molecule of C6H10 (wB97M-V/def2-TZVPD, OMol25).

Results
Energy above the lowest of the compared OMol25 structures with the same formula, charge and spin: 286.1 kJ/mol
HOMO: -0.306 hartree
Electronic energy: -234.493558 Ha
Maximum force: 0.009 hartree/bohr

XYZ file:
```
16
Properties=species:S:1:pos:R:3:lowdin_charge:R:1
C 1.923 -0.142 -0.014 -0.08
C 0.444 -0.281 0.336 -0.39
C -0.394 -1.065 -0.700 -0.23
C -1.817 -0.595 -0.737 0.03
C -1.771 0.591 0.111 -0.25
C -0.337 1.037 0.442 -0.17
H 2.471 0.416 0.754 0.08
H 2.050 0.389 -0.966 0.08
H 2.403 -1.123 -0.114 0.08
H 0.359 -0.805 1.300 0.14
H -0.103 -0.753 -1.724 0.13
H -0.267 -2.153 -0.679 0.11
H -2.176 -0.150 0.867 0.15
H -2.558 1.349 0.034 0.11
H 0.009 1.751 -0.322 0.12
H -0.235 1.534 1.413 0.11
```

---

No. 5
# C4H10N2OS

An isolated molecule of C4H10N2OS in a non-equilibrium geometry (wB97M-V/def2-TZVPD, OMol25).

Results
Energy above the lowest of the compared OMol25 structures with the same formula, charge and spin: 224.6 kJ/mol
HOMO: -0.301 hartree
SMILES string: C/C(=N/N)OCCS
Electronic energy: -741.292461 Ha
Maximum force: 0.053 hartree/bohr

XYZ file:
```
18
Properties=species:S:1:pos:R:3:lowdin_charge:R:1
C 2.029 -1.435 0.613 -0.02
C 0.573 -1.185 0.400 -0.44
N -0.381 -1.908 0.840 0.02
N -1.588 -1.551 0.383 0.00
O 0.292 -0.073 -0.388 -0.13
C -0.064 1.106 0.356 -0.27
C -0.512 2.174 -0.593 -0.51
S -1.807 1.640 -1.790 0.69
H 2.370 -0.732 1.387 0.08
H 2.564 -1.248 -0.338 0.09
H 2.191 -2.476 0.921 0.08
H -2.311 -2.254 0.591 0.10
H -1.612 -1.060 -0.482 0.05
H -0.844 0.784 1.053 0.12
H 0.721 1.459 0.952 0.10
H 0.274 2.653 -1.214 0.08
H -0.927 2.997 0.023 0.08
H -0.967 1.110 -2.715 -0.13
```

---

No. 6
# C4H10Cl

A cluster of 2 separate species, C4H10Cl in total in a non-equilibrium geometry (wB97M-V/def2-TZVPD, OMol25).

Results
Energy above the lowest of the compared OMol25 structures with the same formula, charge and spin: 78.6 kJ/mol
Multiplicity: 2
HOMO (spin up / spin down): -0.281 / -0.436 hartree
Electronic energy: -618.510243 Ha
Maximum force: 0.022 hartree/bohr

XYZ file:
```
15
Properties=species:S:1:pos:R:3:mulliken_spin:R:1
Cl -0.249 0.082 -0.818 0.00
H 0.315 -0.068 0.285 0.00
C 2.189 -0.484 3.712 0.78
C 2.788 0.774 3.130 0.00
C 2.536 -1.751 2.965 0.00
C 0.744 -0.360 4.122 0.00
H 1.935 1.440 2.953 0.02
H 3.558 1.317 3.669 0.04
H 3.193 0.475 2.152 0.02
H 1.562 -2.198 2.715 0.02
H 3.008 -1.414 2.029 0.02
H 3.168 -2.506 3.428 0.04
H 0.234 -1.168 3.576 0.02
H 0.459 -0.408 5.170 0.04
H 0.410 0.598 3.698 0.02
```

---

No. 7
# C13H37N3O4

A cluster of 4 separate species, C13H37N3O4 in total in a non-equilibrium geometry (wB97M-V/def2-TZVPD, OMol25).

Results
Energy above the lowest of the compared OMol25 structures with the same formula, charge and spin: 772.0 kJ/mol
HOMO: -0.332 hartree
SMILES string: COC[C@H](C)N.COC[C@H](C)N.COC[C@H](C)N.CO
Electronic energy: -982.357070 Ha
Maximum force: 0.257 hartree/bohr

XYZ file:
```
57
Properties=species:S:1:pos:R:3:lowdin_charge:R:1
C -2.678 4.663 -0.445 -0.13
O -1.923 4.198 0.616 -0.20
C -1.286 5.216 1.456 -0.18
C -0.483 4.428 2.567 -0.33
C -1.489 3.619 3.431 -0.03
N 0.206 5.499 3.338 0.09
H -2.255 5.583 -1.033 0.12
H -3.393 5.194 -0.149 -0.01
H -2.686 3.622 -1.033 0.14
H -0.542 5.952 0.968 0.13
H -1.949 6.068 1.860 0.14
H 0.109 3.876 2.086 0.05
H -2.512 3.878 3.212 0.08
H -1.260 3.515 4.413 0.04
H -1.514 2.612 3.070 0.07
H -0.460 5.906 3.984 0.09
H 0.693 6.092 2.962 -0.06
C 4.580 0.158 -0.010 -0.11
O 4.116 -0.587 -1.116 -0.20
C 2.661 -0.992 -1.054 -0.15
C 2.162 -1.487 -2.397 -0.48
C 2.380 -0.299 -3.355 -0.07
N 0.766 -1.712 -2.298 0.02
H 4.154 -0.243 0.859 0.06
H 4.084 1.122 -0.214 0.10
H 5.663 0.148 0.151 0.09
H 2.340 -1.795 -0.341 0.12
H 2.085 -0.203 -0.665 0.09
H 2.763 -2.289 -2.744 0.13
H 3.454 -0.208 -3.706 0.09
H 2.170 0.771 -2.981 0.12
H 2.064 -0.557 -4.322 0.05
H 0.466 -2.212 -3.234 0.15
H 0.676 -2.599 -1.646 0.12
C -2.148 -2.170 -0.475 -0.15
O -1.419 -2.944 0.396 -0.23
C -1.676 -4.369 0.351 -0.20
C -0.729 -5.069 1.319 -0.44
C 0.657 -5.164 0.704 -0.05
N -1.427 -6.374 1.671 0.01
H -1.660 -1.128 -0.673 0.10
H -3.153 -2.146 -0.005 0.10
H -2.122 -2.511 -1.466 0.05
H -2.655 -4.525 0.863 0.12
H -1.343 -4.807 -0.759 0.18
H -0.617 -4.384 2.196 0.15
H 1.177 -4.246 0.651 0.06
H 0.520 -5.565 -0.332 0.10
H 1.139 -5.714 1.310 0.00
H -1.633 -6.914 0.820 0.07
H -2.325 -6.033 2.190 0.11
C -0.694 1.495 -1.661 -0.15
O -0.821 0.678 -2.831 -0.10
H -1.551 1.518 -1.299 -0.04
H -0.200 2.484 -1.908 0.11
H -0.215 0.946 -0.737 0.12
H -0.264 0.027 -2.542 -0.07
```

---

No. 8
# C4H10O2

An isolated molecule of C4H10O2 in a non-equilibrium geometry (wB97M-V/def2-TZVPD, OMol25).

Results
Energy above the lowest of the compared OMol25 structures with the same formula, charge and spin: 218.4 kJ/mol
HOMO: -0.351 hartree
SMILES string: COC[C@@H](C)O
Electronic energy: -308.814964 Ha
Maximum force: 0.058 hartree/bohr

XYZ file:
```
16
Properties=species:S:1:pos:R:3:lowdin_charge:R:1
C -0.884 -0.771 2.317 -0.12
O 0.163 -0.217 1.556 -0.18
C -0.001 -0.529 0.190 -0.22
C 0.480 0.553 -0.746 -0.32
C 1.179 0.055 -1.997 -0.05
O -0.882 1.086 -1.252 -0.12
H -1.857 -0.395 1.967 0.09
H -0.904 -1.871 2.261 0.09
H -0.738 -0.475 3.359 0.09
H -1.024 -0.259 -0.233 0.13
H 0.336 -1.562 -0.026 0.14
H 0.998 1.368 -0.234 0.14
H 1.148 0.852 -2.740 0.08
H 0.653 -0.819 -2.398 0.09
H 2.225 -0.235 -1.831 0.09
H -1.274 1.734 -0.639 0.09
```

---

No. 9
# C2H2BrN3O2S

A structure of composition C2H2BrN3O2S in a non-equilibrium geometry (wB97M-V/def2-TZVPD, OMol25).

Results
Energy above the lowest of the compared OMol25 structures with the same formula, charge and spin: 0.0 kJ/mol
HOMO: -0.342 hartree
Electronic energy: -3364.202516 Ha
Maximum force: 0.085 hartree/bohr

XYZ file:
```
11
Properties=species:S:1:pos:R:3:lowdin_charge:R:1
C -0.320 -0.497 1.329 -0.45
C -1.312 0.261 -0.560 -0.82
N -0.539 -0.443 -1.275 -0.12
N 0.729 -0.239 -1.369 -0.33
N 0.826 -0.112 1.247 0.10
O -1.348 -0.802 1.759 0.10
O 2.937 0.287 -0.789 -0.46
S 1.595 0.837 -0.722 0.92
Br -3.073 0.031 -0.305 0.88
H -1.141 1.374 -0.452 0.09
H 1.646 -0.698 1.137 0.10
```